DFT (ωB97M-V with the def2-TZVPD basis set) results for an isolated molecule of C3H7N5 at a distorted geometry.

Cartesian coordinates (Å):
C1 2.791 0.065 0.125
N1 1.574 0.745 -0.288
C2 0.502 0.061 -0.143
C3 0.059 -1.438 0.130
N2 -1.199 -1.548 0.139
N3 -1.812 -0.437 -0.234
N4 -0.778 0.522 -0.265
N5 -1.431 1.590 0.347
H1 3.887 0.640 -0.072
H2 2.811 -1.002 -0.386
H3 2.795 -0.360 1.386
H4 0.828 -2.151 -0.165
H5 -2.548 0.026 0.476
H6 -1.878 2.403 -0.453
H7 -0.480 2.211 0.637

## Properties
* energy above the lowest of the compared OMol25 structures with the same formula, charge and spin: 652.81 kJ/mol
* HOMO level: -8.3 eV
* charge: 0
* orbital gap: 8.783 eV
* total energy: -10668.2348 eV
* strongest force on any atom: 8.225 eV Å⁻¹